No. 1
DFT (the ωB97M-V functional and the def2-TZVPD basis) results for a cluster of 6 separate species, C28H55ClO24S6 in total.

The geometry in XYZ format:
```
114
Properties=species:S:1:pos:R:3
C -4.567 1.787 -10.628
C -3.744 2.451 -9.531
C -2.237 2.169 -9.707
C -1.587 1.484 -8.500
C -0.719 2.419 -7.634
C -0.785 2.192 -6.103
C 0.642 2.307 -5.562
C 0.660 1.911 -4.072
C 1.591 2.780 -3.196
C 2.441 1.953 -2.237
C 1.570 1.050 -1.339
C 1.838 1.342 0.136
C 1.294 0.321 1.150
C 0.061 -0.367 0.533
O 2.298 -0.709 1.344
S 2.014 -1.335 2.806
O 3.189 -1.117 3.576
O 1.696 -2.699 2.614
O 0.773 -0.471 3.258
C 0.833 0.812 2.506
C 1.720 1.705 3.380
Cl 0.654 2.102 4.794
C 2.191 3.013 2.767
C 2.950 3.866 3.803
H -5.631 1.902 -10.439
H -4.354 2.286 -11.570
H -4.296 0.744 -10.748
H -4.094 2.086 -8.572
H -3.929 3.520 -9.555
H -1.756 3.120 -9.910
H -2.108 1.530 -10.574
H -0.933 0.702 -8.878
H -2.313 0.981 -7.876
H -0.922 3.460 -7.868
H 0.312 2.236 -7.916
H -1.225 1.241 -5.832
H -1.352 2.975 -5.628
H 1.009 3.324 -5.648
H 1.302 1.618 -6.082
H -0.348 2.001 -3.677
H 0.949 0.871 -3.932
H 0.991 3.456 -2.589
H 2.228 3.373 -3.842
H 3.049 1.301 -2.858
H 3.085 2.605 -1.653
H 1.738 0.010 -1.578
H 0.546 1.331 -1.546
H 1.477 2.344 0.347
H 2.916 1.366 0.276
H -0.601 0.354 0.075
H 0.358 -1.132 -0.167
H -0.530 -0.871 1.292
H -0.121 1.307 2.399
H 2.576 1.199 3.804
H 2.919 2.742 2.012
H 1.385 3.553 2.283
H 3.886 4.187 3.364
H 2.377 4.710 4.159
H 3.231 3.251 4.649
O 9.101 -1.087 3.968
S 8.539 -2.361 4.232
O 9.278 -3.555 4.050
O 7.149 -2.470 3.438
C 6.077 -2.742 4.351
C 6.517 -2.112 5.653
O 7.926 -2.369 5.715
H 5.973 -3.825 4.448
H 5.148 -2.321 3.979
H 6.020 -2.543 6.518
H 6.364 -1.031 5.645
O -3.713 1.399 2.407
S -4.277 0.821 3.576
O -5.677 0.758 3.772
O -3.585 1.499 4.850
C -2.962 0.495 5.668
C -2.580 -0.599 4.698
O -3.672 -0.651 3.769
H -3.686 0.141 6.404
H -2.098 0.910 6.179
H -2.450 -1.562 5.183
H -1.672 -0.342 4.145
O 0.485 -0.481 10.091
S -0.098 -0.933 8.883
O -1.492 -0.828 8.638
O 0.373 -2.443 8.628
C 1.030 -2.552 7.358
C 1.645 -1.187 7.131
O 0.669 -0.270 7.642
H 0.278 -2.784 6.601
H 1.770 -3.346 7.389
H 1.838 -0.982 6.080
H 2.567 -1.060 7.702
O -1.380 -6.378 5.002
S -1.521 -6.980 3.726
O -2.537 -7.928 3.456
O -0.099 -7.589 3.301
C 0.332 -7.024 2.056
C -0.291 -5.645 2.031
O -1.591 -5.831 2.610
H -0.045 -7.649 1.244
H 1.417 -6.992 2.016
H -0.384 -5.244 1.026
H 0.266 -4.942 2.653
O -3.562 2.603 -5.858
S -4.147 1.316 -5.728
O -3.443 0.120 -6.009
O -5.528 1.317 -6.543
C -6.619 0.991 -5.671
C -6.181 1.491 -4.311
O -4.780 1.191 -4.260
H -6.753 -0.093 -5.676
H -7.529 1.471 -6.020
H -6.698 0.996 -3.494
H -6.306 2.572 -4.222
```

total energy	-5754.8155	Eh
HOMO level	-10.191	eV
multiplicity	1
lowest unoccupied orbital energy	-0.10	eV

---

No. 2
DFT (the ωB97M-V functional and the def2-TZVPD basis) results for a structure of composition C28H55N10Sn.

The geometry in XYZ format:
```
94
Properties=species:S:1:pos:R:3
Sn -0.337 0.112 0.489
N -2.415 2.147 -1.822
C -2.445 0.812 -2.407
C -3.386 -0.147 -1.665
N -2.902 -0.638 -0.351
C -2.820 -2.103 -0.364
C -1.655 -2.598 -1.216
N -0.358 -2.279 -0.589
C -3.733 -0.184 0.782
C -3.536 1.288 1.113
N -2.223 1.506 1.752
H -3.207 2.694 -2.141
H -1.572 2.639 -2.081
H -1.432 0.405 -2.360
H -2.755 0.830 -3.461
H -3.538 -1.007 -2.322
H -4.366 0.327 -1.540
H -3.755 -2.551 -0.730
H -2.660 -2.442 0.659
H -1.678 -2.116 -2.195
H -1.773 -3.676 -1.365
H 0.398 -2.528 -1.218
H -0.239 -2.832 0.256
H -4.798 -0.380 0.594
H -3.421 -0.760 1.649
H -4.360 1.628 1.749
H -3.535 1.856 0.194
H -2.261 1.200 2.719
H -1.999 2.496 1.751
C 4.131 -1.655 0.989
N 3.576 -1.315 2.280
C 4.492 -1.551 3.384
C 2.478 -0.509 2.390
N 2.050 0.279 1.416
C 3.065 1.044 0.770
C 4.059 1.581 1.603
C 5.084 2.382 1.140
C 5.136 2.697 -0.206
C 4.166 2.192 -1.048
C 3.132 1.350 -0.608
N 2.171 0.943 -1.540
C 2.531 0.629 -2.748
N 1.643 0.876 -3.785
C 1.558 -0.004 -4.935
C 1.286 2.258 -4.043
N 3.686 -0.022 -3.100
C 4.431 -0.822 -2.156
C 4.426 0.340 -4.296
N 1.812 -0.581 3.562
C 1.681 -1.809 4.322
C 1.097 0.562 4.100
H 4.922 -0.963 0.684
H 3.341 -1.639 0.244
H 4.549 -2.662 1.040
H 5.461 -1.097 3.152
H 4.644 -2.622 3.533
H 4.121 -1.107 4.302
H 3.995 1.376 2.666
H 5.824 2.771 1.828
H 5.915 3.338 -0.597
H 4.181 2.473 -2.095
H 2.053 -0.947 -4.720
H 2.002 0.430 -5.838
H 0.504 -0.208 -5.148
H 1.265 2.801 -3.100
H 0.312 2.307 -4.531
H 2.013 2.744 -4.708
H 3.752 -1.194 -1.394
H 5.232 -0.256 -1.670
H 4.871 -1.669 -2.687
H 3.921 1.135 -4.837
H 4.555 -0.520 -4.959
H 5.419 0.701 -4.011
H 2.108 -2.643 3.771
H 0.619 -2.003 4.470
H 2.164 -1.737 5.301
H 1.268 1.429 3.467
H 1.467 0.771 5.108
H 0.027 0.364 4.154
C -1.875 -3.950 4.183
C -2.260 -2.465 4.175
C -1.916 -1.813 5.523
C -3.772 -2.333 3.934
C -1.531 -1.779 3.090
C -0.929 -1.217 2.194
H -2.368 -4.468 5.007
H -0.796 -4.072 4.291
H -2.177 -4.424 3.248
H -2.453 -2.316 6.329
H -2.202 -0.760 5.522
H -0.849 -1.875 5.734
H -4.317 -2.828 4.739
H -4.060 -2.794 2.988
H -4.073 -1.284 3.910
```

net charge	+1
total energy	-1861.5158	Eh
HOMO level	-9.516	eV
multiplicity	1
lowest unoccupied orbital energy	-1.71	eV
ΔE to the lowest compared entry with this formula, charge and spin	7.61	kJ/mol

---

No. 3
DFT (the ωB97M-V functional and the def2-TZVPD basis) results for a cluster of 2 separate species, C28H55N4O4 in total.

The geometry in XYZ format:
```
91
Properties=species:S:1:pos:R:3
C 2.002 -5.290 -0.425
C 1.039 -5.192 0.250
C -0.133 -4.944 1.093
N 0.063 -3.670 1.836
C -0.176 -2.526 1.274
N 0.090 -1.299 1.827
C 0.753 -0.595 0.654
C 0.719 0.908 0.723
C 1.556 1.491 1.854
C 2.028 2.919 1.544
C 0.903 3.802 1.001
C 3.223 2.915 0.556
C 0.103 -1.320 -0.591
C -0.573 -0.472 -1.641
C 0.392 -0.019 -2.746
C 1.060 -1.171 -3.511
C 2.565 -0.977 -3.780
C 2.985 0.396 -4.295
C 2.206 0.914 -5.500
O 2.334 2.318 -5.629
C 1.418 3.054 -4.860
N -0.710 -2.412 0.011
C -2.180 -2.226 0.053
C -2.894 -2.934 -1.092
C -3.498 -4.307 -0.730
C -3.104 -5.349 -1.731
O -3.872 -5.811 -2.531
O -1.801 -5.674 -1.650
C -1.393 -6.777 -2.494
C 0.111 -6.887 -2.422
H 2.697 -5.480 -1.215
H -1.026 -4.871 0.480
H -0.267 -5.749 1.810
H 0.420 -3.697 2.780
H 0.803 -1.397 2.551
H 1.802 -0.892 0.672
H 1.134 1.253 -0.224
H -0.312 1.253 0.750
H 0.980 1.516 2.778
H 2.447 0.879 1.999
H 2.357 3.403 2.461
H -0.013 3.675 1.575
H 0.673 3.578 -0.040
H 1.205 4.846 1.022
H 3.570 1.897 0.385
H 4.056 3.498 0.931
H 2.914 3.304 -0.410
H 0.951 -1.825 -1.045
H -1.396 -0.990 -2.127
H -1.010 0.418 -1.190
H -0.225 0.526 -3.457
H 1.107 0.702 -2.359
H 0.920 -2.125 -3.008
H 0.573 -1.266 -4.479
H 2.832 -1.703 -4.549
H 3.115 -1.241 -2.878
H 4.028 0.322 -4.596
H 2.948 1.150 -3.510
H 1.145 0.657 -5.466
H 2.615 0.487 -6.413
H 0.407 2.648 -4.929
H 1.712 3.109 -3.807
H 1.418 4.069 -5.245
H -2.548 -2.579 1.016
H -2.395 -1.159 0.023
H -2.156 -3.068 -1.881
H -3.650 -2.275 -1.505
H -3.201 -4.629 0.265
H -4.578 -4.239 -0.776
H -1.716 -6.608 -3.513
H -1.852 -7.679 -2.101
H 0.418 -7.069 -1.394
H 0.556 -5.935 -2.708
H 0.468 -7.675 -3.073
C -2.476 6.307 6.404
C -2.565 4.909 5.801
C -1.214 4.339 5.349
O -0.716 4.872 4.136
C -0.047 6.116 4.253
N -3.557 4.918 4.723
H -2.363 7.073 5.637
H -3.389 6.536 6.951
H -1.637 6.388 7.097
H -2.935 4.239 6.583
H -1.346 3.269 5.160
H -0.460 4.435 6.141
H 0.503 6.187 5.196
H -0.740 6.955 4.171
H 0.662 6.184 3.428
H -3.714 3.969 4.396
H -3.149 5.398 3.926
```

net charge	+1
total energy	-1619.5262	Eh
HOMO level	-10.854	eV
multiplicity	1
lowest unoccupied orbital energy	-2.92	eV
ΔE to the lowest compared entry with this formula, charge and spin	0.00	kJ/mol